1.
2 unconnected molecules or ions with the total composition C4H2ClF2O2 in a non-equilibrium geometry, computed with ωB97M-V/def2-TZVPD.

Atoms and positions in Å:
C -0.593 0.859 -0.150
C -1.547 -0.087 0.106
C -2.452 -1.148 0.041
C 2.247 0.228 0.118
O -2.627 -0.288 1.089
O -3.091 -2.063 -0.423
F 3.294 0.955 0.780
F 2.437 0.665 -1.190
Cl 2.881 -1.690 0.164
H 0.123 0.664 -0.914
H -0.671 1.905 0.379

- relative energy (zero: lowest compared OMol25 entry of this formula, charge and spin) (kJ/mol) = 323.17
- LUMO (alpha / beta) (Ha) = 0.1208 / 0.1208
- net charge = -1
- calculated total energy (hartree) = -963.94224
- gap between HOMO and LUMO (alpha / beta) (eV) = 6.9556 / 6.9561
- HOMO (alpha / beta) (eV) = -3.7 / -3.7

Need the Löwdin charges? In units of e they are: atom 1 (C): 0.07, atom 2 (C): -0.14, atom 3 (C): -0.42, atom 4 (C): -0.61, atom 5 (O): 0.11, atom 6 (O): 0.11, atom 7 (F): -0.20, atom 8 (F): -0.17, atom 9 (Cl): 0.11, atom 10 (H): 0.02, atom 11 (H): 0.12


2.
A single C4H2ClN molecule in a non-equilibrium geometry, computed with ωB97M-V/def2-TZVPD.

Atoms and positions in Å:
C -1.395 0.690 1.097
C -0.828 0.106 0.269
C 0.180 -0.540 -0.573
Cl -0.165 -0.451 -2.288
C 1.495 0.024 -0.207
N 2.461 0.557 0.214
H -1.978 1.261 1.789
H 0.231 -1.647 -0.301

- relative energy (zero: lowest compared OMol25 entry of this formula, charge and spin) (kJ/mol) = 52.47
- LUMO (Ha) = 0.0175
- calculated total energy (hartree) = -668.46573
- gap between HOMO and LUMO (eV) = 11.7777
- HOMO (eV) = -11.3

Need the Löwdin charges? In units of e they are: atom 1 (C): 0.14, atom 2 (C): -0.18, atom 3 (C): -0.74, atom 4 (Cl): 0.67, atom 5 (C): -0.23, atom 6 (N): 0.17, atom 7 (H): 0.05, atom 8 (H): 0.14


3.
A single C4H2ClN3O molecule in a non-equilibrium geometry, computed with ωB97M-V/def2-TZVPD.

Atoms and positions in Å:
Cl 2.564 -0.472 1.465
C 1.765 -0.030 -0.096
C 0.303 -0.014 0.115
N -0.411 0.982 0.515
C -1.734 0.573 0.429
C -1.695 -0.672 -0.012
O -0.459 -1.148 -0.235
N 2.239 1.023 -1.116
N 2.286 -0.161 -1.451
H -2.471 1.250 0.681
H -2.388 -1.331 -0.294

- relative energy (zero: lowest compared OMol25 entry of this formula, charge and spin) (kJ/mol) = 92.86
- LUMO (Ha) = -0.0056
- calculated total energy (hartree) = -853.21380
- gap between HOMO and LUMO (eV) = 9.6910
- HOMO (eV) = -9.8

Need the Löwdin charges? In units of e they are: atom 1 (Cl): 0.62, atom 2 (C): -0.73, atom 3 (C): -0.40, atom 4 (N): 0.15, atom 5 (C): -0.07, atom 6 (C): -0.12, atom 7 (O): 0.09, atom 8 (N): 0.17, atom 9 (N): 0.11, atom 10 (H): 0.09, atom 11 (H): 0.09


4.
A single C4H2ClN3S molecule in a non-equilibrium geometry, computed with ωB97M-V/def2-TZVPD.

Atoms and positions in Å:
C 0.238 -0.925 0.111
C -0.392 0.279 -0.136
C -1.808 -1.208 -0.040
C -4.221 0.335 -0.259
N -0.699 -1.899 0.141
N -4.212 -0.855 -0.035
N -1.691 0.093 -0.109
S -3.251 -2.194 0.016
Cl -4.776 1.826 0.108
H 1.320 -0.988 0.244
H -0.095 1.318 -0.331

- relative energy (zero: lowest compared OMol25 entry of this formula, charge and spin) (kJ/mol) = 159.83
- LUMO (alpha / beta) (Ha) = -0.0544 / -0.0544
- calculated total energy (hartree) = -1176.12203
- gap between HOMO and LUMO (alpha / beta) (eV) = 6.0797 / 6.0804
- HOMO (alpha / beta) (eV) = -7.6 / -7.6

Need the Löwdin charges? In units of e they are: atom 1 (C): -0.19, atom 2 (C): -0.21, atom 3 (C): -0.79, atom 4 (C): -0.60, atom 5 (N): 0.01, atom 6 (N): -0.32, atom 7 (N): 0.01, atom 8 (S): 1.07, atom 9 (Cl): 0.83, atom 10 (H): 0.09, atom 11 (H): 0.10


5.
A single C4H2ClN3S3 molecule in a non-equilibrium geometry, computed with ωB97M-V/def2-TZVPD.

Atoms and positions in Å:
C 2.827 0.468 0.593
C -0.089 -0.972 -0.596
C -2.290 0.073 0.031
C -0.780 0.191 0.255
N 2.469 1.133 -0.384
N 0.822 -0.546 -1.375
N -0.255 1.508 -0.152
S -3.407 -0.729 0.887
S 0.912 1.208 -1.216
S 3.341 -0.177 1.933
Cl -0.474 -2.654 -0.359
H -2.498 0.406 -0.965
H -0.577 0.091 1.349

- relative energy (zero: lowest compared OMol25 entry of this formula, charge and spin) (kJ/mol) = 0.00
- LUMO (Ha) = -0.0342
- calculated total energy (hartree) = -1972.52608
- gap between HOMO and LUMO (eV) = 8.2919
- HOMO (eV) = -9.2

Need the Löwdin charges? In units of e they are: atom 1 (C): -0.86, atom 2 (C): -0.76, atom 3 (C): -0.65, atom 4 (C): -0.49, atom 5 (N): -0.19, atom 6 (N): -0.14, atom 7 (N): -0.28, atom 8 (S): 0.71, atom 9 (S): 1.02, atom 10 (S): 0.74, atom 11 (Cl): 0.71, atom 12 (H): 0.05, atom 13 (H): 0.14


6.
2 unconnected molecules or ions with the total composition C4H2ClNO2 in a non-equilibrium geometry, computed with ωB97M-V/def2-TZVPD.

Atoms and positions in Å:
N 1.870 1.873 0.343
C 1.437 0.908 -0.128
C 0.863 -0.074 -0.955
C 1.078 -1.324 -0.573
O 1.105 -2.395 -0.169
H 0.548 0.125 -2.015
O -1.190 -0.710 1.565
C -1.750 0.199 1.029
Cl -2.063 0.147 -0.685
H -1.898 1.251 1.589

- relative energy (zero: lowest compared OMol25 entry of this formula, charge and spin) (kJ/mol) = 165.90
- LUMO (Ha) = 0.0032
- calculated total energy (hartree) = -818.98248
- gap between HOMO and LUMO (eV) = 9.8214
- HOMO (eV) = -9.7

Need the Löwdin charges? In units of e they are: atom 1 (N): 0.15, atom 2 (C): -0.28, atom 3 (C): -0.18, atom 4 (C): -0.18, atom 5 (O): 0.24, atom 6 (H): 0.14, atom 7 (O): -0.01, atom 8 (C): -0.69, atom 9 (Cl): 0.67, atom 10 (H): 0.15